{
  "formula": "C11H10AlF16INO2S",
  "method": "ωB97M-V/def2-TZVPD",
  "symbols": ["S", "C", "N", "Al", "I", "H", "H", "C", "C", "C", "F", "F", "F", "F", "O", "C", "C", "F", "F", "F", "F", "H", "H", "H", "H", "C", "C", "C", "F", "F", "F", "F", "O", "C", "C", "F", "F", "F", "F", "H", "H", "H", "H"],
  "coordinates": [[2.2827, 0.5069, -1.4838], [0.8011, 1.2246, -1.8518], [-0.3561, 1.7552, -1.8583], [-1.7796, 0.4473, -1.8522], [-3.9737, 1.8110, -1.2658], [-2.0440, -0.2403, -3.2590], [-1.6387, -0.6718, -0.7390], [-0.8286, 4.0445, 1.3867], [-0.7729, 2.7980, 2.2914], [-2.0757, 2.4642, 3.0192], [-2.4655, 3.4494, 3.8542], [-1.9215, 1.3538, 3.7888], [0.2608, 2.9258, 3.1620], [-0.4546, 1.7392, 1.4928], [-0.3155, 5.2645, 1.9487], [-1.1928, 6.0295, 2.7468], [-0.7229, 6.1380, 4.2015], [-0.6130, 4.9248, 4.7832], [-1.6107, 6.8472, 4.9438], [-2.4446, 5.5486, 2.6336], [-1.2176, 7.2662, 2.1915], [-0.1646, 3.8419, 0.5410], [-1.8128, 4.1857, 0.9325], [-2.8842, 2.2659, 2.3110], [0.2508, 6.6298, 4.2613], [2.7955, -4.5878, -2.8909], [1.6016, -3.9825, -3.6586], [0.9197, -2.7855, -2.9962], [0.3907, -3.0930, -1.7977], [-0.1026, -2.3399, -3.7589], [0.7095, -4.9664, -3.9320], [2.0821, -3.5671, -4.8706], [2.5350, -5.7551, -2.0974], [2.0467, -5.5517, -0.7869], [0.6373, -6.1198, -0.5875], [-0.2513, -5.5590, -1.4337], [0.1912, -5.8709, 0.6680], [2.1383, -4.2485, -0.4680], [2.9102, -6.1973, 0.0349], [3.4961, -4.9410, -3.6535], [3.3560, -3.8341, -2.3316], [1.6130, -1.9507, -2.8668], [0.6249, -7.1999, -0.7527]],
  "e_tot_ev": -86171.1228,
  "total_charge": -1,
  "homo_energy_ev": -5.67
}